A 9-piece molecular cluster, C42H101BrN5O11P2S overall in a non-equilibrium geometry, computed with wB97M-V/def2-TZVPD.

The geometry in XYZ format:
```
163
Properties=species:S:1:pos:R:3:forces:R:3
Br -2.0823 2.1165 -5.2384 -0.4 -0.1 -0.1
S -5.5078 2.6170 -0.9475 0.3 -0.3 -0.1
P -2.4884 -1.6965 1.1733 0.1 -0.8 0.7
P -3.6807 2.2722 -0.4274 -1.6 0.7 -0.1
O -1.6984 -3.6465 -1.3036 0.0 0.0 -0.1
O 1.0824 -2.2049 5.1866 -0.1 0.0 0.1
O -3.8146 -4.7097 4.5888 -0.1 0.1 -0.2
O -2.8735 3.7325 2.3732 0.0 -0.3 -0.1
O -1.5575 -4.3434 -6.1513 -0.1 0.2 0.1
O -1.2772 -0.6258 0.8840 -0.2 0.4 -0.4
O 3.1812 -1.8505 -4.5135 -0.1 0.0 -0.1
O 0.2085 8.9869 1.9207 -0.1 -0.2 0.0
O 1.1743 6.3798 -5.0641 -0.1 -0.1 0.1
O 6.3152 -5.0281 5.3298 -0.1 0.1 0.0
O -4.1246 -2.8712 -0.6718 -0.1 0.2 -0.1
N 0.6668 -3.7739 -0.7251 0.7 -0.5 0.1
N -3.5937 -0.7289 2.0535 0.2 0.0 0.0
N -3.7467 -0.5993 -1.2308 0.3 0.5 1.0
N -2.1125 -0.3750 -2.8903 -1.1 -0.6 0.4
N -2.7318 1.4905 -1.6444 0.1 0.0 0.3
C 0.9928 -2.4280 2.7346 0.0 -0.1 0.1
C -5.1535 4.6310 2.2571 0.3 0.0 0.0
C -4.5395 -4.8454 5.8005 -0.1 0.0 0.1
C 1.5531 9.3066 2.2387 0.1 0.0 0.0
C -2.0537 -5.6254 -6.5013 -0.1 -0.1 -0.1
C 2.0746 -3.1989 5.3991 0.1 -0.1 0.0
C 8.0968 -5.2149 3.6371 -0.1 0.0 0.0
C -2.4047 -4.8476 4.6852 0.1 0.0 0.0
C -0.3097 9.5759 0.7422 0.0 0.1 -0.1
C 0.4426 9.2031 -0.5243 0.1 0.0 0.1
C -4.8116 -3.9225 1.4406 0.6 0.3 -0.3
C 6.2094 -7.4447 5.8063 0.1 0.1 0.0
C 1.3076 5.6027 -6.2417 0.0 -0.1 -0.1
C 2.3357 7.0779 -4.6443 0.1 0.1 0.0
C -1.3950 -6.7722 -5.7545 0.1 0.1 0.0
C -5.1604 -2.9395 0.3288 -0.6 -0.4 0.0
C -2.2727 -1.8526 -2.8813 0.4 0.3 -0.3
C 1.1407 -1.5285 3.9498 0.0 0.1 -0.1
C -1.8186 5.8592 3.0605 0.0 0.0 0.1
C 4.2938 -1.0117 -4.2598 0.1 0.1 0.0
C -1.8557 4.4560 -3.7077 0.1 -0.2 0.2
C -2.0047 -2.2425 -1.4546 0.1 0.0 0.0
C 5.6763 -6.2549 5.0274 0.0 -0.1 -0.1
C -2.2121 4.9165 1.9419 0.1 0.2 0.0
C 2.8647 8.0735 -5.6609 -0.1 -0.1 -0.1
C -1.9460 -6.1957 5.2103 -0.1 0.0 0.0
C -3.2103 -1.8561 -0.5814 0.0 -0.1 -0.4
C 2.5265 -2.3817 -3.3758 0.0 -0.1 0.0
C 3.4998 -2.6815 5.3525 0.0 0.1 0.0
C -4.1620 -3.8330 6.8677 0.1 0.0 -0.1
C 0.2680 -4.2927 -7.8192 -0.1 -0.1 0.0
C 1.8053 10.7884 2.4523 -0.1 0.0 0.0
C -2.8842 0.1926 -1.8833 0.3 -0.3 -0.7
C -0.4387 -3.8037 -1.0258 -0.9 0.3 0.0
C 7.7098 -4.9743 5.0859 0.1 0.0 0.0
C 1.9673 -1.3262 -2.4393 0.0 0.2 0.0
C -4.0958 3.9231 3.0824 -0.2 0.1 0.2
C 2.3486 4.5004 -6.1442 0.0 0.1 0.1
C -1.8011 2.3262 -2.4261 -0.4 0.4 0.1
C -0.1709 -4.1388 -6.3759 0.1 0.0 0.2
C 5.4199 -1.6865 -3.4965 -0.1 -0.1 0.0
C -2.4757 3.0804 -3.5749 0.9 0.1 -0.2
H 2.0356 7.6059 -3.7393 0.0 0.0 0.0
H 3.7198 8.6079 -5.2477 0.0 0.0 0.0
H 5.6342 -8.3379 5.5624 0.0 0.0 0.0
H -6.0383 -3.2910 -0.1988 -0.1 0.0 -0.3
H -4.8703 5.6508 1.9954 0.0 0.0 0.1
H 7.8276 -6.2167 3.3005 0.1 0.0 0.0
H -0.7760 4.3606 -3.7823 0.2 0.1 -0.2
H 8.2414 -5.6679 5.7462 0.0 0.0 0.0
H 1.7612 8.7643 3.1607 0.0 0.0 0.0
H 1.8618 -3.5999 6.3897 0.0 0.0 0.0
H 2.3532 3.9096 -7.0600 0.0 0.0 0.0
H 3.1220 6.3730 -4.3508 0.0 0.0 -0.1
H 1.3318 -4.0747 -7.9068 0.0 0.0 0.0
H -4.7952 -3.9635 7.7448 0.0 0.0 0.0
H 2.0575 -0.9315 3.8758 0.0 0.0 0.0
H -5.4160 -1.9572 0.7141 0.2 0.3 0.0
H -1.9792 -4.0356 5.2858 0.0 0.0 0.0
H 2.7608 -0.7163 -2.0053 0.0 0.0 0.1
H -1.1312 -1.6761 -1.1410 0.1 0.1 0.1
H 3.9757 -0.0965 -3.7459 0.0 0.0 0.0
H -6.1016 4.6770 2.7909 0.0 -0.1 0.0
H 5.7629 -2.5737 -4.0291 0.0 0.0 0.0
H -2.0376 -4.7087 3.6667 0.0 0.0 0.0
H -3.2629 -2.1506 -3.2104 -0.2 -0.2 -0.1
H -0.3311 -6.8521 -5.9793 0.0 0.0 -0.1
H -4.4365 2.9144 3.3199 0.0 0.0 0.0
H -4.4489 -5.8653 6.1884 0.1 0.0 0.0
H -5.5846 -4.7097 5.5218 0.0 0.0 0.0
H 4.2003 -3.4876 5.5720 0.0 0.0 0.0
H -1.3371 9.2163 0.6743 0.0 0.0 0.0
H 0.0257 -3.1173 -6.0443 0.0 0.0 0.0
H -0.9616 1.7308 -2.7563 0.1 -0.2 -0.1
H 3.3540 4.8967 -6.0006 0.0 0.0 -0.1
H 1.8080 -3.1460 2.6494 0.0 0.0 0.0
H -2.5467 -0.0393 -3.7540 0.8 0.4 -0.3
H -3.9247 4.4271 4.0379 0.1 0.0 -0.1
H -1.9839 -5.7795 -7.5834 0.1 0.0 0.0
H 1.5043 6.2423 -7.1082 0.0 0.0 0.0
H -1.1804 5.3496 3.7827 0.0 0.0 0.0
H 1.4737 9.5567 -0.5082 0.0 0.1 0.0
H 3.6418 -1.8860 6.0850 0.0 0.0 0.0
H -3.8454 -1.2233 2.9027 -0.2 0.0 0.0
H -1.4995 -6.6380 -4.6768 0.0 0.0 0.0
H 1.7179 -2.9951 -3.7767 0.0 0.0 0.0
H -2.6865 6.2448 3.5960 0.0 0.0 -0.1
H -4.4817 -0.1286 -0.7093 0.1 -0.1 0.2
H 1.4250 -1.8096 -1.6293 0.1 0.0 0.0
H -2.2195 4.9804 -4.5792 -0.1 0.2 -0.1
H 5.1123 -1.9951 -2.4964 0.0 0.1 0.0
H -3.1258 -3.9410 7.1890 0.0 0.0 0.0
H 6.2593 -0.9998 -3.3874 0.0 0.0 0.0
H 2.1285 3.8389 -5.3042 0.0 0.0 0.0
H -0.0455 9.6471 -1.3920 0.0 0.0 0.0
H 3.7593 -2.2818 4.3709 0.0 -0.1 0.0
H 5.7134 -6.4526 3.9498 0.0 0.0 0.0
H -2.9502 3.4300 -0.1621 0.5 -0.3 0.0
H 2.0936 8.7985 -5.9224 0.0 0.0 0.0
H 1.2827 -0.6535 -2.9662 0.0 0.0 -0.1
H -1.8631 -7.7155 -6.0343 0.0 0.0 0.0
H -2.0501 5.0299 -2.8046 -0.2 0.2 0.1
H -4.6520 -3.4264 2.3897 -0.2 -0.1 0.3
H -2.8212 5.4430 1.1960 0.0 0.0 0.0
H -1.2726 6.7135 2.6572 0.0 0.0 0.0
H -4.2906 -2.8157 6.4945 0.0 0.0 0.0
H 0.3236 5.1587 -6.3998 0.0 0.0 0.0
H -1.4087 3.0648 -1.7333 0.0 0.1 0.2
H 7.5980 -4.4973 2.9845 0.0 0.0 0.0
H 8.0092 -3.9693 5.3820 0.0 0.0 0.0
H -3.2291 0.1686 2.3513 -0.1 0.2 -0.1
H -1.5129 -2.2546 -3.5397 0.0 -0.2 -0.2
H 1.9429 -4.0253 4.6906 0.0 0.0 0.0
H -0.2840 -3.6067 -8.4625 0.0 0.0 0.0
H 1.1568 11.1765 3.2381 0.0 0.0 0.0
H -3.1155 -5.5943 -6.2581 0.0 0.0 0.0
H -3.5489 3.1280 -3.4505 -0.2 -0.1 -0.1
H -3.6060 1.4212 0.6781 0.5 0.0 0.0
H -2.2788 -6.3724 6.2335 0.0 0.0 0.0
H -3.8551 -4.3617 1.1762 0.1 -0.3 0.0
H 2.2324 8.9062 1.4778 0.0 0.0 0.0
H -1.3146 4.5681 1.4277 0.0 -0.1 0.0
H 3.1921 7.5877 -6.5805 0.1 0.0 0.0
H 0.1032 -5.3044 -8.1914 0.1 0.0 0.0
H -1.3252 0.1515 1.4500 0.2 0.1 0.0
H 4.6267 -6.0972 5.2799 0.0 0.0 0.0
H 0.4089 -4.7974 -5.7184 0.1 0.0 -0.1
H -0.3661 10.6645 0.8487 0.0 0.0 0.0
H 6.1344 -7.2634 6.8788 0.0 0.0 0.0
H 0.9861 -1.8317 1.8232 0.0 0.0 0.0
H 4.6488 -0.7092 -5.2445 0.0 0.0 0.0
H 9.1744 -5.1044 3.5171 0.0 0.0 0.0
H 0.4639 8.1194 -0.6514 0.0 0.0 0.0
H -5.5254 -4.7290 1.5239 -0.3 0.0 0.2
H -5.2642 4.0609 1.3402 -0.4 0.1 -0.1
H 3.1877 -3.0649 -2.8336 0.0 0.0 0.1
H 0.3099 -0.8178 3.9830 0.0 0.0 0.0
H -2.3359 -7.0018 4.5879 0.0 0.0 0.0
H -0.8573 -6.2455 5.2035 0.0 0.0 0.0
H 0.0580 -2.9903 2.7924 0.0 0.0 0.0
H 7.2546 -7.6514 5.5747 0.0 0.0 0.0
H 2.8424 10.9501 2.7454 0.0 0.0 0.0
H 1.6224 11.3715 1.5491 0.1 0.0 0.0
```
Forces are in eV/Å.

Calculated values
- Lowest unoccupied orbital energy: -2.994 eV
- Gap between HOMO and LUMO: 7.9080 eV
- HOMO level: -0.401 hartree
- Electronic energy: -174610.5465 eV
- Charge: +1